(1)
This record from OMol25 describes C9H60NO22V as an isolated structure. The level of theory is the ωB97M-V functional and the def2-TZVPD basis.

Its net charge is +1. The value obtained for the energy is -82529.9218 eV. Its spin multiplicity is 4. Its expectation value of S² is 3.754. As for the LUMO energy (alpha / beta): -0.076 / -0.076 Eh. Its frontier orbital gap (alpha / beta) is 0.275 / 0.373 Ha. The HOMO energy (alpha / beta) is -9.5 / -12.2 eV.

Cartesian coordinates (Å):
V 9.9300 11.4922 9.9889
C 13.9688 9.9879 12.1931
C 12.6624 9.3013 11.8829
C 12.5204 8.0505 12.7010
C 12.3791 8.2879 14.2053
C 11.1817 9.1658 14.5741
C 11.0545 10.4679 13.7412
N 11.4602 10.1477 12.1917
O 11.4922 11.3393 11.4699
C 11.9813 11.6196 14.2804
C 9.6750 10.9501 13.7887
C 12.6263 8.8839 10.4333
H 14.1252 10.3741 13.1321
H 14.1768 10.7444 11.4678
H 14.7221 9.1735 12.1523
H 13.3997 7.4344 12.5201
H 11.6165 7.4723 12.4164
H 13.2610 8.8321 14.5778
H 12.2975 7.4025 14.7796
H 11.0720 9.4676 15.6114
H 10.2945 8.6008 14.3831
H 11.7298 11.8166 15.3467
H 12.0205 12.4827 13.6053
H 13.0016 11.1844 14.3907
H 9.2611 10.6774 14.7506
H 9.0310 10.5886 12.9605
H 9.6115 12.0736 13.7952
H 12.7144 9.7640 9.7538
H 11.7140 8.2519 10.3186
H 13.5113 8.2405 10.2083
O 14.1437 12.4859 8.5667
H 14.1769 12.8184 9.4953
H 14.9330 11.9734 8.5368
O 10.8392 10.1471 8.3563
H 10.1718 9.4572 8.0911
H 11.1674 10.5458 7.5434
O 11.9057 11.7268 6.2285
H 12.5876 11.4052 5.6660
H 12.3592 12.1438 6.9837
O 8.5422 15.1929 10.1546
H 8.9751 15.3791 9.3010
H 7.5801 15.1519 9.9551
O 7.5355 8.7426 12.6107
H 10.6794 9.6004 11.8338
H 7.8662 7.8286 12.5812
O 6.8490 13.1078 12.5072
H 6.4626 12.2487 12.6392
H 6.5428 13.5823 13.2871
O 9.3541 13.2306 11.4713
H 8.5535 13.1997 11.9556
H 9.0744 13.9449 10.7880
O 12.3197 15.8272 7.4553
H 12.4095 15.7278 8.4232
H 13.1592 15.6887 7.0287
O 11.1388 13.0607 8.9137
H 10.6584 13.7150 8.2965
H 11.8393 13.4418 9.4708
O 9.1737 12.0200 6.1847
H 8.8027 11.3414 5.5921
H 10.1439 12.0767 5.9958
O 13.2137 13.3745 10.9525
H 13.1062 13.9366 11.7324
H 12.7348 12.5158 11.3534
O 8.2097 9.1259 7.8309
H 7.7962 9.9629 8.1788
H 7.9265 8.4025 8.4739
O 5.9656 10.7294 13.4467
H 6.6473 9.9652 13.3664
H 5.0939 10.4046 13.7009
O 9.0902 9.7650 10.8057
H 8.8425 9.1424 10.1332
H 8.0361 9.2061 11.9601
O 7.5732 9.2476 5.0553
H 7.0140 8.5359 4.7170
H 7.7455 9.0847 6.0191
O 9.7296 14.7126 7.2090
H 10.5761 14.9173 6.7661
H 9.2535 13.9738 6.7641
O 6.2549 13.5533 9.9106
H 6.2791 13.3487 10.8135
H 5.3235 13.6659 9.7346
O 11.3196 15.0860 12.7010
H 10.5862 15.7407 12.8237
H 10.9115 14.2760 12.3746
O 5.1589 7.9604 11.1844
H 4.2509 7.9899 11.5260
H 5.7478 8.3056 11.8611
O 8.0996 11.6921 8.7138
H 7.4136 12.3803 8.9556
H 8.3464 11.9971 7.8175
O 7.3066 7.2191 9.6086
H 7.4545 6.2829 9.4602
H 6.3653 7.3608 9.8755


(2)
This record from OMol25 describes a 25-piece molecular cluster, C9H66NO25 overall. The level of theory is the ωB97M-V functional and the def2-TZVPD basis.

Its net charge is -1. The value obtained for the energy is -63083.5361 eV. As for the LUMO energy: 0.059 Eh. Its frontier orbital gap is 0.200 Ha. The HOMO energy is -3.8 eV. The relative energy (zero: lowest compared OMol25 entry of this formula, charge and spin) comes out at 37.07 kcal/mol.

Cartesian coordinates (Å):
C -1.6821 0.2639 0.0526
C -0.3129 0.7121 0.5009
C 0.1990 -0.1610 1.6465
C 0.5690 -1.5736 1.2728
C 1.4961 -1.5447 0.0482
C 1.1127 -0.6830 -1.1669
N 0.6499 0.6086 -0.6256
O 0.5554 1.6721 -1.5954
C 0.0623 -1.5816 -1.8977
C 2.3565 -0.5698 -2.0786
C -0.3279 2.0978 1.1600
H -1.8135 -0.8153 0.1463
H -1.8920 0.5583 -0.9758
H -2.4775 0.6617 0.6865
H -0.5484 -0.1604 2.4422
H 1.1186 0.2339 2.0823
H -0.3137 -2.2068 1.1555
H 1.0046 -2.0020 2.1769
H 1.5249 -2.5725 -0.3242
H 2.5081 -1.3452 0.4068
H 0.4772 -2.2435 -2.6599
H -0.6314 -0.9063 -2.4019
H -0.5976 -2.1899 -1.2776
H 2.0435 0.0430 -2.9249
H 2.8088 -1.4792 -2.4749
H 3.1476 -0.0377 -1.5484
H -0.7026 2.8150 0.4272
H 0.6661 2.4877 1.3806
H -0.9189 2.1375 2.0742
O 3.3968 3.0853 -2.2766
H 4.1649 2.5904 -2.5759
H 3.0601 2.5804 -1.5288
O -0.9213 2.6192 5.3321
H -1.5726 3.2803 5.5737
H -1.4174 1.9657 4.8307
O -3.5291 -1.1885 -2.7073
H -3.2784 -1.7400 -3.4511
H -2.7511 -0.6499 -2.5368
O -4.7501 0.3585 3.1084
H -3.9698 0.7974 3.4524
H -4.4551 -0.0575 2.2941
O 3.3837 1.4006 3.4066
H 4.2178 1.6950 3.7757
H 2.8066 2.1755 3.4524
O -3.4383 -2.7195 1.8698
H -3.2873 -2.4643 0.9542
H -4.0738 -3.4350 1.8170
O -5.2221 -0.4179 0.4632
H -4.8854 0.1867 -0.2074
H -5.5538 -1.1684 -0.0332
O -4.7147 1.6313 -1.3272
H -3.9018 2.1345 -1.4614
H -5.3144 1.9478 -2.0046
O 3.0611 1.8237 0.3830
H 2.1707 1.7563 0.0129
H 3.0228 1.3128 1.1951
O 1.5172 3.1573 4.0774
H 1.1930 4.0142 3.7947
H 0.7320 2.6881 4.3835
O 4.5437 -4.2150 -3.1257
H 4.3809 -3.3986 -3.6044
H 5.4483 -4.1374 -2.8165
O 5.6068 1.2673 -2.5748
H 6.1975 0.8063 -1.9768
H 5.9251 1.0427 -3.4520
O -2.4761 -1.3498 4.0050
H -2.0636 -2.0764 4.4747
H -2.5933 -1.6782 3.1035
O -2.4007 3.1290 -1.6438
H -1.5576 2.7387 -1.3845
H -2.2594 3.4368 -2.5415
O 0.4853 4.7148 -1.8369
H 0.4949 3.7586 -1.9596
H -0.2883 5.0124 -2.3183
O -1.6210 0.7877 -3.7735
H -1.0479 0.4647 -4.4717
H -1.0188 1.1174 -3.0964
O -3.5155 -3.2197 -0.6731
H -3.6253 -2.7317 -1.4975
H -2.6910 -3.7071 -0.7875
O 0.1931 -4.3691 2.4955
H 0.7782 -5.0980 2.7120
H 0.5955 -3.9542 1.7295
O -1.3834 -4.8911 -0.8463
H -1.5969 -5.7351 -1.2497
H -0.4348 -4.7995 -0.9605
O 5.3970 -1.3400 0.7516
H 4.7431 -1.7330 0.1688
H 5.9239 -0.7795 0.1798
O -3.2034 2.8722 3.1421
H -2.5512 3.4188 2.6974
H -4.0200 3.3723 3.0819
O 0.4601 -1.3536 5.3439
H 0.2796 -2.0386 4.6960
H 1.4074 -1.4016 5.4878
O 2.4887 -1.1690 -5.4470
H 1.7151 -1.1053 -4.8828
H 2.7579 -0.2581 -5.5867
O 1.4595 2.4910 -4.1234
H 1.0237 1.8349 -3.5714
H 2.2716 2.6950 -3.6412


(3)
This record from OMol25 describes C9H6AlCl2N2O4Tl as an isolated structure. The level of theory is the ωB97M-V functional and the def2-TZVPD basis.

Its net charge is +4. The value obtained for the energy is -56888.4122 eV. As for the LUMO energy (alpha / beta): -0.630 / -0.686 Eh. Its frontier orbital gap (alpha / beta) is 0.246 / 0.190 Ha. The HOMO energy (alpha / beta) is -23.8 / -23.8 eV.

Cartesian coordinates (Å):
Tl -0.0528 0.5801 -4.4891
Al 0.3307 0.8500 -1.5216
Cl -0.6215 -1.1018 -2.2266
Cl -0.6046 2.6770 -2.1096
C 1.9256 2.4213 -0.7899
C 0.7190 -1.6920 -5.7040
C 0.8489 2.3822 -6.3716
O 2.2827 3.4358 -0.3646
O 1.1428 -2.4815 -6.4220
O 1.3337 2.7962 -7.3236
N -0.2740 -1.6069 4.8813
C -1.2344 -1.2339 3.9894
O -2.4313 -1.2773 4.2222
C -0.7218 -0.7745 2.6622
C 0.6098 -0.7579 2.2290
C 0.9789 -0.1938 1.0069
N 0.0200 0.4436 0.2521
C -1.3153 0.3063 0.5628
C -1.6759 -0.2632 1.7683
H -0.6073 -1.8762 5.7957
H 0.7135 -1.5325 4.7132
H 1.3906 -1.1939 2.8436
H 2.0136 -0.2490 0.6304
H -2.0302 0.6284 -0.2106
H -2.7408 -0.2864 1.9760


(4)
This record from OMol25 describes C9H6Cl2IrN2NdO4 as an isolated structure. The level of theory is the ωB97M-V functional and the def2-TZVPD basis.

Its net charge is +4. The value obtained for the energy is -63710.8723 eV. Its spin multiplicity is 8. Its expectation value of S² is 15.791. As for the LUMO energy (alpha / beta): -0.555 / -0.655 Eh. Its frontier orbital gap (alpha / beta) is 0.186 / 0.239 Ha. The HOMO energy (alpha / beta) is -20.2 / -24.3 eV.

Cartesian coordinates (Å):
Ir -0.3593 -1.5124 -4.4407
Nd -0.2543 -1.2229 -1.4219
Cl -0.8669 0.5332 -3.1201
Cl 1.7461 -1.9077 -3.1972
C 0.6342 -3.0164 -0.1950
C -1.9451 -1.1723 -5.3577
C 0.0428 -2.9810 -5.5157
O 1.0189 -3.9040 0.4595
O -2.9361 -0.9953 -5.9519
O 0.2553 -3.8986 -6.2062
N 1.2961 1.5618 4.7346
C 1.3674 0.7616 3.6408
O 2.1238 -0.2001 3.6068
C 0.4872 1.0697 2.4384
C -0.3852 2.1569 2.3355
C -1.1696 2.3204 1.1968
C -1.0940 1.3979 0.1636
N -0.2349 0.3380 0.2375
C 0.5473 0.1687 1.3633
H 1.8820 1.3305 5.5175
H 0.6809 2.3695 4.8332
H -0.4685 2.8727 3.1322
H -1.8535 3.1537 1.1114
H -1.7153 1.4965 -0.7264
H 1.2007 -0.7202 1.3618


(5)
This record from OMol25 describes C9H6N3NiO as an isolated structure. The level of theory is the ωB97M-V functional and the def2-TZVPD basis.

Its net charge is +1. The value obtained for the energy is -56980.3958 eV. As for the LUMO energy (alpha / beta): -0.208 / -0.210 Eh. Its frontier orbital gap (alpha / beta) is 0.318 / 0.315 Ha. The HOMO energy (alpha / beta) is -14.3 / -14.3 eV.

Cartesian coordinates (Å):
Ni -0.1196 0.2287 -0.3334
C 1.3214 1.3259 -1.6739
C 1.9767 0.2429 -1.0690
C 2.0351 0.1432 0.3364
C 1.4238 1.1113 1.1424
C 0.7017 2.1444 0.5378
C 0.6460 2.2530 -0.8699
H 1.2823 1.4061 -2.7513
H 2.4415 -0.5183 -1.6801
H 2.5346 -0.7029 0.7885
H 1.4536 1.0245 2.2194
H 0.1539 2.8504 1.1468
H 0.0742 3.0502 -1.3239
O -1.8826 0.1873 0.1538
N -1.4602 -1.0321 0.1759
C -2.1285 -2.0834 0.4608
C -3.5126 -2.0069 0.8291
N -4.6180 -1.9428 1.1283
C -1.4405 -3.3403 0.4140
N -0.8828 -4.3413 0.3684


Q: Number 2 is which compound?
A: C9H66NO25


Q: Among the records above, which one has the lowest energy?
A: C9H60NO22V